A 13-piece molecular cluster, C52H83N7O12S6 overall at a distorted geometry, computed with wB97M-V/def2-TZVPD.

Values from the calculation:
Multiplicity ... 1
E_LUMO ... -0.19 eV
Energy relative to the best compared isomer or geometry (same formula, charge and spin) ... 106.2 kcal/mol
Orbital gap ... 0.2897 Eh
Molecular weight ... 1190.67 Da
HOMO level ... -8.07 eV
E ... -5706.18952 Eh

```
160
Properties=species:S:1:pos:R:3:forces:R:3:lowdin_charge:R:1
C 3.2460 -3.5482 -23.2902 0.4 0.6 -0.1 -0.2088
C 2.9559 -2.3734 -22.3549 -1.8 0.5 -0.5 -0.2582
C 4.1745 -1.8680 -21.6889 1.6 -0.8 0.9 -0.2105
S 5.1926 -3.4053 -21.4858 1.4 0.4 -0.6 0.6927
O 5.1829 -3.9699 -20.1543 -0.1 0.6 0.0 -0.3371
O 6.4818 -3.1735 -22.1492 -1.3 -0.3 0.6 -0.3486
C 4.1630 -4.4554 -22.4913 -0.2 -0.5 -0.6 -0.2365
H 3.7540 -3.1984 -24.1889 0.1 0.1 0.0 0.1177
H 2.2999 -3.9814 -23.6145 0.2 -0.3 0.1 0.1191
H 2.2028 -2.6975 -21.6367 0.1 0.0 0.2 0.1233
H 2.5106 -1.5439 -22.9042 -0.2 -0.1 -0.1 0.1183
H 4.0657 -1.4798 -20.6762 -0.2 0.1 -0.2 0.1030
H 4.7476 -1.1782 -22.3086 0.1 -0.2 0.1 0.1071
H 3.5901 -5.1036 -21.8281 0.2 0.0 0.1 0.1105
H 4.8624 -5.0205 -23.1074 -0.2 -0.2 0.1 0.1073
C 0.6328 -8.0497 -15.5336 -1.0 0.4 0.6 -0.2517
C 2.1081 -8.2444 -15.3842 0.3 -1.2 1.1 -0.2509
C 2.8019 -8.0388 -16.7074 -0.7 0.7 0.0 -0.1935
S 1.4711 -8.2429 -17.9624 0.2 -0.9 -1.4 0.7093
O 1.7346 -9.3887 -18.8442 -0.1 1.4 0.9 -0.3536
O 1.1389 -6.9445 -18.5408 0.4 -1.0 0.6 -0.3323
C 0.2324 -8.7481 -16.7745 -0.6 -0.9 -1.3 -0.2566
H 0.3474 -7.0107 -15.6986 0.1 0.3 0.5 0.1252
H 0.1040 -8.4547 -14.6708 -0.1 0.2 0.0 0.1254
H 2.2531 -9.2846 -15.0924 -0.1 -0.3 -0.1 0.1155
H 2.5230 -7.7280 -14.5187 0.1 0.6 -0.4 0.1224
H 3.6023 -8.7733 -16.7969 0.1 0.6 -0.7 0.1100
H 3.0214 -6.9729 -16.7686 0.8 -0.2 -0.5 0.1046
H 0.3124 -9.8351 -16.7905 0.3 -0.1 0.5 0.1084
H -0.7792 -8.5741 -17.1411 0.2 0.5 -0.1 0.1168
C 5.0869 -14.4521 -18.0114 -0.7 -0.3 0.1 -0.2273
C 5.9449 -14.1404 -19.2134 0.2 1.6 0.5 -0.2565
C 5.5100 -15.0078 -20.3673 -0.3 0.3 -0.9 -0.2143
S 3.9232 -15.7977 -19.9426 0.2 1.1 0.0 0.6916
O 4.2002 -17.1423 -19.4712 -0.4 0.7 -0.1 -0.3299
O 3.0048 -15.5405 -21.0373 0.2 -0.5 0.8 -0.3406
C 3.6037 -14.6140 -18.5374 1.5 -0.7 -0.4 -0.1708
H 5.2261 -13.6448 -17.2924 -0.4 -0.2 0.2 0.1106
H 5.4698 -15.3946 -17.6200 -0.4 -0.1 0.5 0.1070
H 6.9880 -13.9615 -18.9525 0.4 -1.4 0.0 0.1166
H 5.7865 -13.0803 -19.4118 -0.8 0.1 -0.7 0.1105
H 6.1371 -15.8083 -20.7600 0.2 0.1 0.3 0.1061
H 5.2595 -14.3108 -21.1670 0.0 -0.5 -0.4 0.1005
H 2.8343 -14.9789 -17.8570 0.3 -0.2 0.0 0.0965
H 3.2580 -13.6988 -19.0181 0.0 0.0 0.0 0.0984
C 12.1973 -6.4249 -22.7584 -0.5 -0.1 0.2 -0.2130
C 11.6344 -5.7010 -24.0344 -0.4 -3.4 0.6 -0.2426
C 12.1776 -4.3776 -24.0631 2.6 3.1 0.8 -0.2182
S 13.8544 -4.4562 -23.1511 0.4 -0.7 -0.2 0.7327
O 13.8481 -3.7356 -21.8799 0.0 0.2 -1.4 -0.3470
O 14.9264 -4.3396 -24.1577 -1.3 0.4 1.4 -0.3617
C 13.6991 -6.1966 -22.6941 -0.1 0.9 -0.3 -0.2372
H 12.0196 -7.4898 -22.6085 -0.3 -0.1 -0.8 0.1107
H 11.6367 -6.0030 -21.9242 0.6 0.4 0.4 0.1159
H 10.5478 -5.6490 -23.9652 0.0 -0.3 -0.3 0.1218
H 11.9673 -6.3017 -24.8808 -0.3 0.1 -0.3 0.1215
H 11.5944 -3.6421 -23.5090 0.0 0.0 0.0 0.1087
H 12.4940 -3.9632 -25.0203 -0.3 -0.1 -0.1 0.1012
H 14.1481 -6.3394 -21.7112 -0.1 0.1 -0.1 0.1061
H 14.2901 -6.6963 -23.4617 -0.3 -0.4 0.0 0.1009
C 10.7236 -17.0617 -16.7893 -0.5 -0.7 0.6 -0.2326
C 9.4440 -17.9815 -16.8076 1.6 1.0 -0.2 -0.1913
C 9.9852 -19.4003 -16.9340 -0.4 -0.9 -0.6 -0.2232
S 11.5589 -19.3416 -17.8568 0.3 2.1 -0.6 0.6946
O 11.4222 -19.8124 -19.2243 -0.1 -0.3 1.0 -0.3395
O 12.6564 -19.7757 -17.0187 -0.5 -0.2 -0.2 -0.3310
C 11.5822 -17.4973 -17.9308 0.0 -0.2 -0.9 -0.2397
H 11.3766 -17.3011 -15.9500 -0.6 0.4 0.8 0.1136
H 10.4323 -16.0115 -16.8063 0.3 0.0 0.0 0.1158
H 8.9043 -17.7025 -17.7126 -0.2 -0.2 0.0 0.1103
H 8.8009 -17.7570 -15.9567 0.1 -0.5 0.1 0.1116
H 9.3519 -20.0025 -17.5854 -0.1 -0.2 0.2 0.0962
H 10.1747 -19.9464 -16.0099 0.0 0.3 0.0 0.1039
H 11.1364 -17.1900 -18.8768 0.2 -0.2 -0.2 0.1004
H 12.6082 -17.1367 -17.8571 0.0 -0.2 -0.1 0.1081
C 17.7991 -10.9754 -15.8932 -0.3 0.4 -0.4 -0.2196
C 16.9112 -9.6822 -16.1366 -0.2 -1.1 0.7 -0.1809
C 15.5607 -10.1478 -16.8203 1.4 -0.3 -0.2 -0.1785
S 15.4277 -11.9828 -16.4455 0.0 1.0 -0.3 0.6687
O 15.6512 -12.7139 -17.6751 -0.2 0.2 0.4 -0.3326
O 14.2573 -12.2166 -15.6351 0.0 -0.1 -0.2 -0.3459
C 16.8936 -12.1297 -15.4223 0.3 1.1 -0.8 -0.2288
H 18.6289 -10.8623 -15.1956 -0.3 0.5 0.3 0.1073
H 18.3335 -11.1790 -16.8212 -0.4 -0.4 -0.3 0.1081
H 17.5274 -8.9732 -16.6896 -0.5 0.0 -0.4 0.1030
H 16.6978 -9.2030 -15.1811 -0.1 -0.1 0.1 0.1015
H 15.6446 -10.0508 -17.9027 0.2 -0.4 -0.1 0.0875
H 14.6395 -9.6115 -16.5924 0.2 -0.2 0.7 0.0915
H 17.3477 -13.1000 -15.6232 -0.3 0.0 0.4 0.1089
H 16.5797 -11.9053 -14.4028 0.0 -0.6 0.0 0.1071
N 12.6189 -16.3277 -22.8589 -1.3 -1.9 0.5 -0.0210
C 13.0996 -15.2065 -22.2721 -0.4 0.8 -1.1 -0.1348
C 12.0258 -14.3182 -22.2394 0.5 0.0 0.9 -0.1292
C 10.8447 -15.0143 -22.5682 0.5 -1.9 -0.2 -0.1148
C 11.2375 -16.3332 -22.9077 0.1 2.2 -0.2 -0.1152
H 13.1301 -17.1352 -23.1853 0.2 0.2 0.5 0.1472
H 14.1348 -15.2122 -21.9641 -0.1 0.6 -0.2 0.1066
H 12.0183 -13.2772 -21.9520 0.3 -0.1 0.3 0.0838
H 9.8488 -14.6158 -22.4423 0.0 -0.2 -0.3 0.0813
H 10.6881 -17.2159 -23.1996 0.1 0.2 -0.1 0.0991
N 5.5885 -1.4192 -15.7221 0.4 0.1 -0.8 -0.0104
C 6.3846 -2.1337 -14.8384 -0.6 1.2 -0.5 -0.1326
C 6.6765 -1.2622 -13.8266 -0.5 -0.3 0.8 -0.1208
C 5.8976 -0.0771 -14.0316 1.9 0.8 0.2 -0.1279
C 5.4372 -0.0889 -15.3073 -1.3 -1.9 0.4 -0.1260
H 5.2237 -1.8419 -16.5638 0.1 0.4 0.1 0.1367
H 6.6242 -3.1708 -15.0214 0.1 0.2 0.0 0.1045
H 7.3627 -1.4474 -13.0134 -0.3 -0.1 0.1 0.0859
H 5.8451 0.7680 -13.3612 0.2 0.0 -0.1 0.0890
H 4.8449 0.6629 -15.8077 0.0 -0.4 -0.2 0.1022
N 7.4751 -10.7617 -25.2878 -0.2 0.0 0.9 0.0025
C 7.4649 -10.0845 -24.0736 0.1 0.4 0.0 -0.1416
C 6.1971 -10.1252 -23.5188 0.1 0.1 -2.0 -0.0949
C 5.4370 -10.7778 -24.5234 -1.7 -1.4 0.8 -0.1539
C 6.2099 -11.2698 -25.5172 1.0 0.9 -0.5 -0.1389
H 8.2476 -10.7994 -25.9374 -0.1 -0.1 0.4 0.1425
H 8.3239 -9.5135 -23.7535 0.1 -0.3 0.0 0.0957
H 5.6761 -9.6238 -22.7166 0.8 0.0 0.3 0.0913
H 4.3932 -11.0392 -24.4304 -0.1 0.1 0.0 0.0915
H 5.9815 -11.8515 -26.3981 0.0 0.1 0.1 0.1070
N 7.0286 -14.2729 -12.4199 -2.4 -0.9 1.2 0.0023
C 7.2124 -15.4724 -11.7062 -2.8 0.9 -2.2 -0.1233
C 8.5103 -15.5641 -11.5197 2.3 -1.8 1.5 -0.1432
C 9.1065 -14.3925 -11.9602 3.3 0.3 0.5 -0.1382
C 8.1735 -13.5692 -12.4185 -0.9 1.1 -2.0 -0.1642
H 6.1647 -14.0460 -12.8912 0.2 0.3 0.4 0.1421
H 6.3877 -16.1582 -11.5806 0.2 0.1 0.1 0.1089
H 9.0292 -16.3959 -11.0668 0.0 0.1 0.0 0.1035
H 10.1689 -14.2015 -11.9946 0.0 0.1 0.3 0.0997
H 8.2104 -12.5965 -12.8864 0.2 -0.1 0.0 0.1127
N 11.8886 -8.5361 -10.1448 0.9 -1.4 0.2 0.0068
C 13.1886 -8.3069 -9.7656 1.0 -1.0 -0.7 -0.1397
C 13.9277 -9.4883 -9.9599 -0.8 1.8 0.5 -0.1235
C 13.0245 -10.4944 -10.3441 -0.9 0.4 -0.2 -0.1238
C 11.7739 -9.8958 -10.4879 0.3 0.7 0.6 -0.1254
H 11.1368 -7.8658 -10.0700 0.1 -0.3 -0.1 0.1381
H 13.5845 -7.3571 -9.4378 -0.4 0.1 -0.2 0.0995
H 15.0038 -9.5442 -9.8871 -0.1 -0.2 0.3 0.0853
H 13.2957 -11.5384 -10.3980 -0.3 0.0 -0.4 0.0886
H 10.7862 -10.2857 -10.6849 0.2 -0.1 -0.1 0.0924
N 9.9849 -10.0096 -16.0648 1.0 -1.3 -0.5 -0.0232
C 9.4077 -8.8314 -15.6851 -1.0 0.4 -3.0 -0.1067
C 8.8345 -8.3393 -16.9066 0.5 -0.2 2.3 -0.1202
C 9.1307 -9.2258 -17.9523 0.3 0.1 0.3 -0.1320
C 9.8650 -10.2774 -17.4170 -0.7 1.5 0.0 -0.1278
H 10.6374 -10.6132 -15.5852 -0.3 0.4 0.7 0.1437
H 9.4196 -8.3966 -14.6966 0.1 -0.4 -0.1 0.0966
H 8.2404 -7.4445 -17.0197 0.1 0.0 0.2 0.0813
H 8.8730 -8.9327 -18.9593 0.1 -0.7 -0.2 0.0879
H 10.3499 -11.1147 -17.8968 -0.1 0.0 0.3 0.1025
N 7.5613 -7.9655 -8.9276 -0.6 2.2 -1.8 0.0340
C 7.2253 -7.6958 -10.2488 -0.3 -1.5 -0.7 -0.1590
C 7.4206 -6.3822 -10.5362 -0.1 0.5 -1.2 -0.1444
C 7.8858 -5.7313 -9.4011 -0.7 -0.9 1.7 -0.1096
C 7.8589 -6.7144 -8.4337 1.5 0.0 2.1 -0.1620
H 7.4854 -8.8665 -8.4778 0.1 0.5 0.1 0.1485
H 6.8006 -8.4623 -10.8800 0.2 0.0 0.0 0.0994
H 7.2382 -5.8019 -11.4286 -0.2 -0.7 -0.4 0.0963
H 7.9824 -4.6665 -9.2486 0.3 -0.2 0.1 0.0985
H 8.1479 -6.6363 -7.3960 0.0 0.1 0.0 0.1009
```
Positions in Å, forces in eV/Å.